Entry 1:
Entry from the OMol25 dataset: 2 unconnected molecules or ions with the total composition C27H51Br2FN9O5P2S2 in a non-equilibrium geometry (the ωB97M-V functional and the def2-TZVPD basis).

Cartesian coordinates (Å):
C1 4.424 1.317 3.241
C2 3.764 1.394 2.087
C3 4.479 1.073 0.793
C4 4.857 2.332 -0.022
C5 3.788 3.366 -0.338
O1 2.763 3.463 0.263
N1 4.063 4.335 -1.419
C6 3.815 5.675 -1.015
O2 2.771 6.209 -0.952
F1 4.917 6.359 -0.749
P1 6.179 3.338 0.821
N2 5.632 4.191 1.987
O3 6.835 4.294 -0.303
O4 7.335 2.371 1.380
C7 5.579 1.577 -1.288
N3 5.376 2.091 -2.627
C8 5.122 0.093 -1.210
C9 6.351 -0.806 -1.329
Br1 7.692 -0.581 0.098
C10 7.037 -0.613 -2.735
C11 8.385 0.116 -2.761
N4 4.080 -0.100 -0.087
C12 2.815 0.230 -0.844
C13 1.522 0.367 -0.014
C14 0.351 -0.477 -0.588
S1 -0.743 0.593 -1.584
C15 -2.409 0.205 -1.066
S2 -3.057 -1.255 -1.150
N5 -3.152 1.314 -0.591
C16 -3.326 1.714 0.714
C17 -4.081 2.851 0.722
N6 -4.412 3.154 -0.591
C18 -3.862 2.234 -1.327
C19 4.175 -1.449 0.517
Br2 3.779 -2.865 -0.800
C20 3.253 -1.764 1.709
C21 4.035 -2.659 2.700
H1 4.139 1.930 4.090
H2 5.245 0.619 3.394
H3 2.719 1.682 2.091
H4 5.472 0.768 1.160
H5 3.377 4.103 -2.135
H6 4.637 4.052 2.130
H7 7.796 4.311 -0.179
H8 8.133 2.860 1.625
H9 6.625 1.800 -1.083
H10 5.780 3.019 -2.671
H11 4.390 2.145 -2.860
H12 4.644 -0.006 -2.186
H13 6.161 -1.873 -1.289
H14 6.337 -0.158 -3.437
H15 7.233 -1.607 -3.148
H16 9.194 -0.548 -2.461
H17 8.592 0.343 -3.814
H18 8.409 1.073 -2.241
H19 2.940 1.156 -1.406
H20 2.622 -0.516 -1.616
H21 1.612 0.200 1.055
H22 1.176 1.401 -0.112
H23 -0.201 -0.994 0.198
H24 0.726 -1.257 -1.256
H25 -2.925 1.218 1.586
H26 -4.369 3.420 1.590
H27 -3.962 2.236 -2.404
H28 5.196 -1.659 0.829
H29 2.401 -2.374 1.407
H30 2.851 -0.927 2.276
H31 3.539 -2.731 3.666
H32 4.169 -3.653 2.264
H33 5.046 -2.273 2.878
O5 -6.083 -2.716 1.256
P2 -7.564 -2.505 1.040
N7 -7.794 -3.805 -0.078
C22 -8.571 -3.873 -1.295
C23 -7.528 -5.138 0.455
N8 -7.393 -0.912 0.367
C24 -7.916 -0.405 -0.902
C25 -6.103 -0.261 0.617
N9 -9.230 -2.246 1.406
C26 -9.707 -3.107 2.494
C27 -10.342 -1.902 0.549
H34 -9.568 -4.310 -1.139
H35 -8.055 -4.502 -2.026
H36 -8.700 -2.909 -1.779
H37 -8.307 -5.461 1.159
H38 -6.572 -5.165 0.980
H39 -7.470 -5.880 -0.343
H40 -7.998 -1.165 -1.680
H41 -7.263 0.360 -1.322
H42 -8.873 0.105 -0.764
H43 -5.328 -0.610 -0.077
H44 -5.757 -0.437 1.632
H45 -6.198 0.823 0.515
H46 -10.022 -4.093 2.123
H47 -10.557 -2.653 3.007
H48 -8.924 -3.262 3.241
H49 -10.942 -2.785 0.299
H50 -10.076 -1.432 -0.389
H51 -10.997 -1.199 1.075

Its total energy is -235514.0363 eV. The HOMO-LUMO gap is 5.7894 eV. As for the total charge: +1. Its highest occupied orbital energy is -8.87 eV. The energy above the lowest of the compared OMol25 structures with the same formula, charge and spin comes out at 30.8 kcal per mole.

***

Entry 2:
Entry from the OMol25 dataset: 4 unconnected molecules or ions with the total composition H8O4 (the ωB97M-V functional and the def2-TZVPD basis).

Cartesian coordinates (Å):
O1 -0.116 -0.429 0.858
H1 -0.269 0.241 0.181
H2 0.728 -0.859 0.596
O2 2.102 -1.540 -0.379
H3 1.919 -2.476 -0.530
H4 2.546 -1.241 -1.180
O3 -0.904 1.131 3.207
H5 -1.154 1.946 2.760
H6 -0.874 0.461 2.501
O4 -1.494 1.052 -2.341
H7 -1.547 0.167 -2.720
H8 -0.938 1.547 -2.953

Its total energy is -8319.8537 eV. The HOMO-LUMO gap is 10.6214 eV. Its highest occupied orbital energy is -10.41 eV. The energy above the lowest of the compared OMol25 structures with the same formula, charge and spin comes out at 19.0 kcal per mole.

***

Entry 3:
Entry from the OMol25 dataset: a molecular structure, C17H33F6MgN3O7 in a non-equilibrium geometry (the ωB97M-V functional and the def2-TZVPD basis).

Cartesian coordinates (Å):
Mg1 0.052 -0.531 -0.079
C1 0.511 -3.020 -0.483
O1 1.653 -2.181 -0.185
O2 -0.435 -2.233 -0.959
C2 0.858 -4.073 -1.480
F1 1.891 -4.838 -1.073
F2 -0.246 -4.862 -1.680
F3 1.211 -3.536 -2.678
C3 2.624 -2.602 0.793
C4 3.969 -2.947 0.124
H1 4.024 -4.012 -0.150
H2 3.989 -2.458 -0.874
H3 4.824 -2.690 0.774
H4 2.247 -3.465 1.291
H5 2.776 -1.796 1.521
H6 0.272 -3.687 0.416
C5 -2.200 1.585 0.037
O3 -1.584 2.893 -0.336
O4 -1.268 0.745 0.469
C6 -3.215 1.992 1.190
F4 -2.577 2.461 2.231
F5 -3.988 3.046 0.881
F6 -4.044 0.953 1.447
C7 -1.724 3.179 -1.726
C8 -0.813 4.346 -2.114
H7 -1.058 5.169 -1.442
H8 0.272 4.200 -2.107
H9 -1.080 4.688 -3.163
H10 -2.762 3.493 -1.984
H11 -1.576 2.283 -2.388
H12 -2.814 1.202 -0.844
C9 2.303 -0.489 -3.330
C10 0.895 -0.353 -2.887
O5 0.631 0.233 -1.851
N1 -0.028 -0.717 -3.837
C11 -1.491 -0.834 -3.660
H13 2.395 -0.623 -4.443
H14 2.789 -1.303 -2.739
H15 2.888 0.396 -3.175
H16 0.360 -1.229 -4.620
H17 -1.984 -0.335 -4.516
H18 -1.688 -0.448 -2.638
H19 -1.708 -1.937 -3.552
C12 2.291 1.879 2.929
C13 1.557 1.647 1.630
O6 1.550 0.507 1.100
N2 0.881 2.650 1.075
C14 0.815 3.927 1.686
H20 2.763 0.935 3.277
H21 1.576 2.180 3.715
H22 3.041 2.685 2.830
H23 0.236 2.528 0.308
H24 0.031 4.575 1.220
H25 1.804 4.347 1.719
H26 0.477 3.880 2.761
C15 -0.722 -0.465 3.788
C16 -1.172 -1.412 2.715
O7 -0.435 -1.628 1.776
N3 -2.424 -1.869 2.750
C17 -2.998 -2.329 1.481
H27 0.298 -0.699 3.913
H28 -1.211 -0.657 4.708
H29 -0.966 0.552 3.432
H30 -2.995 -1.464 3.448
H31 -3.203 -3.406 1.564
H32 -2.329 -2.162 0.661
H33 -4.018 -1.866 1.333

Its total energy is -58722.5018 eV. The HOMO-LUMO gap is 9.2670 eV. Its highest occupied orbital energy is -8.64 eV.

***

Entry 4:
Entry from the OMol25 dataset: C2H5FN2 in the gas phase in a non-equilibrium geometry (the ωB97M-V functional and the def2-TZVPD basis).

Cartesian coordinates (Å):
H1 -1.249 -1.519 0.164
N1 -1.443 -0.561 -0.202
C1 -0.425 0.218 -0.361
N2 -0.527 1.436 -0.926
C2 0.942 0.017 0.400
F1 1.170 -1.209 0.993
H2 -1.361 1.750 -1.474
H3 0.219 2.086 -0.892
H4 0.774 0.753 1.201
H5 1.769 0.274 -0.274

Its total energy is -7852.2125 eV. The HOMO-LUMO gap is 10.1314 eV. Its highest occupied orbital energy is -9.26 eV. The energy above the lowest of the compared OMol25 structures with the same formula, charge and spin comes out at 3.3 kcal per mole.

***

Entry 5:
Entry from the OMol25 dataset: 6 unconnected molecules or ions with the total composition C30H62N6O6 in a non-equilibrium geometry (the ωB97M-V functional and the def2-TZVPD basis).

Cartesian coordinates (Å):
C1 5.339 -5.794 -5.696
C2 4.918 -5.398 -4.427
C3 5.072 -3.984 -4.426
N1 5.405 -3.534 -5.698
C4 5.627 -4.663 -6.479
H1 5.318 -6.755 -6.190
H2 4.589 -5.872 -3.514
H3 4.790 -3.339 -3.606
H4 5.566 -2.570 -5.952
H5 5.964 -4.493 -7.491
C5 -1.318 -10.157 -6.929
C6 -0.942 -10.019 -5.572
C7 -0.192 -8.850 -5.445
N2 -0.066 -8.351 -6.744
C8 -0.727 -9.157 -7.623
H6 -2.000 -10.801 -7.464
H7 -1.322 -10.692 -4.817
H8 0.213 -8.282 -4.621
H9 0.442 -7.497 -6.928
H10 -0.813 -8.890 -8.666
C9 2.197 -4.052 6.654
O1 2.842 -5.123 7.385
C10 3.997 -4.719 7.951
C11 4.407 -5.706 9.121
N3 5.654 -5.337 9.837
C12 5.335 -4.352 10.893
C13 6.614 -4.075 11.702
O2 6.843 -5.150 12.628
C14 7.848 -4.788 13.601
H11 1.495 -4.402 5.898
H12 2.993 -3.569 6.087
H13 1.803 -3.341 7.380
H14 3.995 -3.685 8.297
H15 4.765 -4.784 7.180
H16 4.615 -6.635 8.590
H17 3.592 -5.920 9.812
H18 5.987 -6.098 10.412
H19 4.565 -4.691 11.586
H20 5.011 -3.399 10.475
H21 6.343 -3.189 12.276
H22 7.474 -3.605 11.224
H23 7.877 -5.704 14.190
H24 7.518 -3.888 14.119
H25 8.877 -4.610 13.289
C15 -3.810 13.917 -6.048
O3 -3.307 12.573 -6.215
C16 -1.842 12.436 -6.152
C17 -1.208 11.643 -7.290
N4 -1.453 10.273 -7.127
C18 -0.876 9.604 -5.913
C19 -1.165 8.096 -5.769
O4 -0.774 7.611 -4.485
C20 -1.112 6.320 -4.133
H26 -4.881 14.012 -6.223
H27 -3.263 14.597 -6.701
H28 -3.601 14.275 -5.040
H29 -1.644 11.946 -5.199
H30 -1.242 13.340 -6.261
H31 -0.128 11.787 -7.257
H32 -1.476 12.027 -8.274
H33 -2.448 10.110 -7.176
H34 -1.257 9.999 -4.971
H35 0.188 9.765 -6.083
H36 -0.705 7.678 -6.664
H37 -2.229 7.897 -5.893
H38 -2.087 6.443 -3.662
H39 -0.437 5.819 -3.439
H40 -1.219 5.608 -4.952
C21 -1.640 3.484 3.874
O5 -1.309 2.299 3.254
C22 -2.317 1.378 2.918
C23 -2.967 1.985 1.714
N5 -4.123 1.266 1.227
C24 -4.530 1.733 -0.080
C25 -5.912 1.253 -0.712
O6 -6.828 1.140 0.332
C26 -8.259 1.034 -0.014
H41 -2.314 3.446 4.729
H42 -1.963 4.121 3.051
H43 -0.687 3.828 4.277
H44 -3.047 1.161 3.698
H45 -1.822 0.425 2.730
H46 -2.229 2.216 0.946
H47 -3.384 2.911 2.110
H48 -4.921 1.348 1.840
H49 -3.810 1.446 -0.847
H50 -4.438 2.815 -0.176
H51 -5.791 0.240 -1.097
H52 -6.075 1.767 -1.659
H53 -8.926 1.050 0.848
H54 -8.573 0.232 -0.681
H55 -8.514 2.019 -0.407
C27 -3.129 -4.181 -1.193
C28 -1.981 -3.699 -0.359
C29 -0.767 -3.387 -1.179
C30 -0.960 -2.245 -2.086
N6 -1.037 -1.356 -2.831
H56 -2.865 -5.070 -1.766
H57 -3.441 -3.470 -1.958
H58 -3.794 -4.426 -0.365
H59 -1.596 -4.379 0.401
H60 -2.337 -2.882 0.269
H61 -0.321 -4.278 -1.620
H62 0.073 -3.074 -0.558

Its total energy is -53331.6181 eV. The HOMO-LUMO gap is 8.5718 eV. Its highest occupied orbital energy is -8.16 eV. The energy above the lowest of the compared OMol25 structures with the same formula, charge and spin comes out at 37.0 kcal per mole.

***

Entry 6:
Entry from the OMol25 dataset: a molecular structure, C2H7N3 in a non-equilibrium geometry (the ωB97M-V functional and the def2-TZVPD basis).

Cartesian coordinates (Å):
C1 -0.713 -0.664 0.303
C2 0.513 0.233 0.035
H1 -2.186 0.012 -1.409
H2 -1.847 1.284 0.169
H3 -0.893 -0.871 1.595
H4 -0.565 -1.722 -0.248
H5 2.631 0.016 -0.303
H6 1.851 -1.436 -0.139
H7 1.180 2.043 0.009
N1 -1.965 0.018 -0.097
N2 1.740 -0.431 -0.074
N3 0.255 1.518 0.158

Its total energy is -6654.4845 eV. The HOMO-LUMO gap is 9.6767 eV. Its highest occupied orbital energy is -8.86 eV. The energy above the lowest of the compared OMol25 structures with the same formula, charge and spin comes out at 80.1 kcal per mole.